Density functional theory data (wB97M-V/def2-TZVPD) for a structure of composition C34H57EuN3O3Si.

```
99
Properties=species:S:1:pos:R:3
O 1.267 -1.281 0.022
O 0.977 -0.150 -4.128
C 2.685 -1.661 0.131
C 2.900 -2.935 0.944
H 3.169 -0.785 0.592
H 3.067 -1.772 -0.893
H 2.548 -2.829 1.980
H 3.974 -3.159 0.978
H 2.419 -3.809 0.477
C 0.334 -2.394 -0.153
C 0.419 -3.034 -1.537
H -0.679 -2.007 0.074
H 0.575 -3.152 0.614
H 0.446 -2.284 -2.339
H -0.469 -3.672 -1.678
H 1.299 -3.691 -1.636
C -0.095 0.437 -4.906
C 1.905 -0.896 -4.934
C -1.403 -0.300 -4.711
H 0.161 0.443 -5.984
H -0.175 1.474 -4.549
H -1.327 -1.349 -5.019
H -2.181 0.151 -5.331
H -1.730 -0.250 -3.667
C 1.281 -2.059 -5.681
H 2.673 -1.243 -4.233
H 2.377 -0.199 -5.651
H 0.684 -2.699 -5.025
H 2.065 -2.675 -6.127
H 0.653 -1.704 -6.503
H 1.577 0.682 -2.002
N -1.024 -0.956 3.459
C -1.866 -0.338 4.294
C -2.525 0.889 4.104
C -2.652 1.651 2.938
C -2.297 -1.005 5.582
H -1.538 -1.660 6.018
H -3.218 -1.583 5.387
H -2.531 -0.215 6.311
C -3.587 2.832 2.992
H -4.284 2.834 2.148
H -3.051 3.790 3.035
H -4.174 2.734 3.910
N -1.978 1.319 1.853
C -0.706 -2.345 3.568
C 0.569 -2.752 4.039
C 1.622 -1.778 4.492
C 0.864 -4.117 4.126
H 1.819 -4.436 4.546
C -0.069 -5.081 3.701
H 0.169 -6.141 3.768
C -1.311 -4.666 3.233
H -2.058 -5.407 2.926
C -1.641 -3.320 3.146
C -2.997 -2.953 2.655
C -2.084 1.923 0.581
C -1.332 3.084 0.290
C -0.325 3.601 1.274
C -1.511 3.688 -0.952
H -0.966 4.613 -1.168
C -2.330 3.092 -1.906
H -2.462 3.572 -2.874
C -2.961 1.868 -1.656
H -3.556 1.381 -2.428
C -2.832 1.256 -0.412
C -3.421 -0.093 -0.130
Eu 0.231 0.283 1.683
H 2.432 -1.648 3.747
H 2.112 -2.156 5.404
H 1.225 -0.775 4.711
H -3.037 -2.037 2.062
H -3.710 -2.858 3.481
H -3.367 -3.765 2.018
H 0.024 4.596 0.960
H 0.584 2.961 1.345
H -0.739 3.700 2.293
H -3.898 -0.160 0.861
H -2.659 -0.895 -0.187
H -4.191 -0.337 -0.876
H -3.094 1.271 4.952
C 1.455 1.786 -1.858
Si 2.675 2.835 -2.857
H 0.417 2.011 -2.141
H 1.557 2.016 -0.781
C 4.368 2.017 -3.068
C 2.988 4.503 -2.013
C 2.190 3.350 -4.616
H 3.079 3.829 -5.059
H 1.376 4.089 -4.613
H 1.910 2.497 -5.248
H 4.881 1.934 -2.098
H 4.980 2.651 -3.734
H 4.277 1.021 -3.523
H 3.066 4.396 -0.922
H 2.187 5.219 -2.251
H 3.936 4.913 -2.390
O 0.880 2.740 5.204
C 1.199 2.088 4.260
N 1.512 1.440 3.278
```

Values from the calculation:
LUMO (spin up / spin down) = -5.408 / -2.224 eV
multiplicity = 7
HOMO (spin up / spin down) = -10.63 / -10.91 eV
F_max = 2.1 eV Å⁻¹
net charge = +1

These are the Mulliken partial charges, in e, on atoms 1 to 2: O 0.21; O -0.07